No. 1
Below is 2 unconnected molecules or ions with the total composition C5H7F at a distorted geometry, with properties calculated with wB97M-V/def2-TZVPD.

Structure (XYZ):
```
13
Properties=species:S:1:pos:R:3:forces:R:3:lowdin_charge:R:1
C -1.3892 -0.6646 0.0929 -0.7674 0.0063 0.0153 -0.256
C -0.2198 -0.5655 0.3120 5.1859 0.3117 0.5281 0.078
C -2.8221 -0.7726 -0.1063 -0.0689 -0.0366 -0.0605 -0.139
C 2.3096 0.8368 -0.1529 0.0781 -0.1115 -0.1139 -0.080
C 1.9508 -0.4616 0.4787 -3.8318 -0.4911 -0.6305 -0.212
F 2.3610 -1.5490 -0.1880 0.0097 0.4730 0.2078 0.022
H -3.3507 -0.4224 0.7809 -0.0947 -0.0330 -0.0753 0.074
H -3.1207 -0.1701 -0.9630 -0.1687 -0.0277 -0.0027 0.071
H -3.0842 -1.8133 -0.2927 -0.1785 0.0210 -0.0185 0.073
H 3.3994 0.9379 -0.1863 -0.0200 -0.0722 0.0870 0.088
H 1.9326 0.8875 -1.1724 -0.0252 -0.0447 0.0591 0.087
H 1.8970 1.6581 0.4259 -0.0577 -0.0230 0.0353 0.085
H 2.0544 -0.5956 1.5484 -0.0608 0.0279 -0.0311 0.109
```
Forces are in eV/Å.

Computed properties:
HOMO energy ... -9.2 eV
Electronic energy ... -294.4224 Ha
Energy relative to the best compared isomer or geometry (same formula, charge and spin) ... 3.570 eV
Orbital gap ... 9.952 eV
Max |F| ... 0.102 Eh/bohr

No. 2
Below is a molecular structure, C29H35BrClGeN5O5OsSSe at a distorted geometry, with properties calculated with wB97M-V/def2-TZVPD.

Structure (XYZ):
```
80
Properties=species:S:1:pos:R:3:forces:R:3:lowdin_spin:R:1
Os -0.8880 0.9671 -0.0712 -0.3835 -0.0582 -0.7195 2.380
N 3.8151 -1.4773 5.9074 0.4432 -0.2492 0.2762 0.000
C 2.7723 -0.8882 5.3003 -0.5172 0.2861 -0.3391 0.000
C 2.9729 0.2406 4.4787 -0.1535 -0.1852 0.0943 0.000
C 1.9107 0.8069 3.8174 0.0805 0.0924 0.0150 0.001
C 0.6387 0.2669 3.9571 -0.7324 0.4480 -0.5427 0.001
C 0.4076 -0.8203 4.7874 0.0232 -0.0418 0.0807 0.000
C 1.4626 -1.3868 5.4638 0.1283 0.1262 -0.1180 0.001
S -0.6982 1.0548 3.1075 1.0816 0.2638 0.0583 0.007
O -0.1792 2.2450 2.4459 -0.0036 -0.1394 0.7946 0.023
O -1.8614 1.1946 3.9166 -0.2385 -0.3608 0.1197 0.013
N -1.0835 0.1858 1.7316 0.4496 1.0873 0.3477 0.092
C -1.7327 -0.9828 1.6129 -1.0811 -1.6466 -0.1218 0.014
N -2.1384 -1.1825 0.3341 0.5290 1.1318 0.2140 0.070
C -2.7682 -2.3051 0.0507 -0.0764 -0.4501 0.3046 0.010
C -3.0127 -3.2565 1.0339 0.0861 0.2118 -0.2601 0.014
C -2.5537 -2.9597 2.3110 -0.1320 -0.2125 -0.2532 0.001
N -1.9148 -1.8407 2.6029 0.3231 0.5958 0.2911 0.012
H 4.7410 -1.0983 5.8053 -0.0790 -0.0983 0.1243 0.000
H 3.6790 -2.2505 6.5363 0.0857 0.1080 -0.0492 0.000
H 3.9630 0.6632 4.3935 0.0912 0.0578 -0.0475 0.000
H 2.0388 1.6840 3.2021 0.1115 0.0561 0.0870 0.000
H -0.5962 -1.1986 4.8811 -0.1220 -0.1319 0.1495 0.000
H 1.2989 -2.2139 6.1350 -0.0615 -0.1693 0.0551 0.000
H -3.0749 -2.4455 -0.9784 -0.0496 -0.0308 -0.0283 0.001
H -3.5170 -4.1785 0.8026 -0.0884 -0.0911 0.0530 0.001
H -2.6865 -3.6448 3.1347 -0.0951 -0.1581 0.0538 0.000
C 4.1977 -1.3820 0.6242 0.1344 0.4987 -0.1963 0.000
Ge 4.5371 0.4245 -0.1002 -0.2019 0.0971 -0.2881 0.002
C 5.9733 0.4462 -1.4591 -0.4406 -0.0232 0.4447 0.001
C 4.9089 1.7453 1.3274 -0.0744 -0.3670 -0.4389 0.001
C 2.7445 0.8996 -0.9866 0.5988 -0.2476 0.0877 0.005
Se 1.5033 1.2485 0.4556 0.6395 0.1033 -0.1469 0.066
C 1.6949 3.1812 0.4098 -0.2275 0.2932 0.0248 0.030
H 5.0323 -1.6998 1.2399 0.1080 -0.0426 0.1379 0.000
H 4.0913 -2.0975 -0.1854 -0.0206 -0.0667 -0.1510 0.000
H 3.2927 -1.4008 1.2259 -0.0882 0.0400 0.1206 0.000
H 6.8992 0.1487 -0.9743 0.1176 -0.0365 0.0362 0.000
H 6.1122 1.4402 -1.8736 -0.0329 0.1157 -0.0161 0.000
H 5.7742 -0.2495 -2.2681 -0.0652 -0.0882 -0.0719 0.000
H 5.7472 1.3863 1.9162 0.1012 -0.0720 0.1220 0.000
H 4.0582 1.8840 1.9871 -0.1011 -0.0215 0.1212 0.001
H 5.1944 2.7061 0.9106 0.0124 0.1271 -0.1100 0.000
H 2.4062 0.0187 -1.5273 -0.0480 -0.0600 0.0350 0.000
H 2.7767 1.7455 -1.6709 -0.0174 0.0558 0.0546 0.000
H 2.7479 3.4496 0.5041 -0.0618 -0.2467 -0.0418 0.003
H 1.1302 3.5732 1.2515 0.0581 -0.0052 -0.0848 0.000
H 1.2911 3.5508 -0.5323 0.0748 -0.0232 0.0340 0.002
C -4.2254 -1.1341 -5.3728 -0.0584 -0.0364 -0.0158 0.014
C -3.3778 -2.1822 -4.7398 -1.0070 -0.4040 -0.3062 0.108
C -3.8097 -3.4884 -4.6365 -0.1198 0.6460 -0.2249 0.000
C -2.9953 -4.4652 -4.0627 -0.7009 -0.7486 -0.1480 0.201
Cl -3.5491 -6.0787 -3.9521 0.2850 0.7111 -0.0380 0.134
C -1.7261 -4.1291 -3.5783 0.9603 0.8734 0.2069 0.079
C -1.2800 -2.8276 -3.6658 0.5425 -1.0263 0.3938 0.064
C -2.0875 -1.8430 -4.2461 0.3605 1.4364 -0.1693 0.190
O -1.7541 -0.5485 -4.3993 -1.1471 -1.8547 -0.0782 0.175
C -0.4678 -0.0583 -4.0932 1.1590 0.5975 0.5062 0.009
C -0.3541 0.2051 -2.5832 0.3613 -0.2971 0.1067 0.011
O -0.0007 -0.6919 -1.8037 -0.2162 -0.3659 -0.4376 0.092
O -0.6616 1.3565 -2.1516 -0.3771 0.4626 -0.0949 0.018
H -5.1886 -1.5433 -5.6603 -0.0413 0.0023 -0.0166 0.000
H -3.7331 -0.7400 -6.2616 0.0200 0.0717 -0.0347 0.006
H -4.3823 -0.3006 -4.6895 0.0046 0.0698 0.0040 0.005
H -4.7826 -3.7591 -5.0205 -0.0332 -0.0271 0.0097 -0.003
H -1.0996 -4.8914 -3.1428 0.0562 -0.0522 0.0614 0.000
H -0.3140 -2.5727 -3.2627 0.1058 0.0504 0.0701 0.001
H -0.3801 0.8913 -4.6323 -0.0049 -0.3409 0.0679 0.001
H 0.3200 -0.7578 -4.3902 -0.1999 0.1076 -0.0995 0.002
Br -5.1840 6.3397 -0.0736 0.3188 -0.3033 0.0107 0.005
C -4.0326 4.8498 -0.0632 0.0310 -0.0960 0.0644 0.012
C -3.5548 4.3202 1.1329 -0.1668 0.0766 -0.2620 0.000
C -2.7770 3.1794 1.0974 -0.1788 0.1993 0.4314 0.020
N -2.4361 2.5768 -0.0467 0.3636 -0.5293 -0.1392 0.083
C -2.8614 3.1102 -1.1991 -0.1957 0.1573 -0.4206 0.019
C -3.6604 4.2322 -1.2553 -0.0711 0.0299 0.2210 0.000
H -3.7948 4.7784 2.0774 -0.0432 -0.0027 0.1288 0.000
H -2.4179 2.7436 2.0200 -0.0661 0.0620 -0.1144 0.001
H -2.5467 2.6188 -2.1114 -0.0081 0.0275 0.1110 0.001
H -3.9954 4.6121 -2.2058 -0.0171 0.0303 -0.1063 0.000
```
Forces are in eV/Å.

Computed properties:
HOMO energy (alpha / beta) ... -12.2 / -12.2 eV
Electronic energy ... -9776.8893 Ha
Energy relative to the best compared isomer or geometry (same formula, charge and spin) ... 0.031 eV
Orbital gap (alpha / beta) ... 6.986 / 3.002 eV
Net charge ... +2
Multiplicity ... 5
Max |F| ... 0.042 Eh/bohr

No. 3
Below is 12 unconnected molecules or ions with the total composition H24O12, with properties calculated with wB97M-V/def2-TZVPD.

Structure (XYZ):
```
36
Properties=species:S:1:pos:R:3:forces:R:3:lowdin_charge:R:1
O -0.1097 -0.1988 -0.2541 0.0460 0.2670 -0.0413 -0.026
H -0.8108 0.4117 -0.5351 -0.0841 -0.1031 0.1261 0.036
H 0.3453 0.2569 0.4655 0.0086 0.1024 -0.1740 0.013
O -2.6819 -2.4025 -1.7101 0.1526 -0.0148 0.1248 -0.061
H -1.8775 -2.3665 -1.1748 -0.1569 -0.0347 -0.0505 0.014
H -2.4225 -2.8790 -2.5061 -0.0103 0.1280 0.0186 0.035
O -2.3830 1.7556 -1.1097 -0.2022 0.4132 0.0450 -0.045
H -2.3167 2.7173 -1.1981 -0.0130 -0.1826 -0.1390 0.078
H -3.3323 1.5746 -1.0286 0.2179 -0.1494 -0.0157 0.090
O 3.1642 -0.5875 1.9722 -0.1540 0.5340 0.1079 -0.049
H 3.6336 -0.3443 2.7791 0.0169 -0.1197 -0.1373 0.038
H 3.1260 0.2215 1.4317 0.1642 -0.5697 0.0293 -0.012
O 2.4932 1.8559 0.7142 0.1933 0.5353 0.1739 -0.056
H 2.9624 2.3414 1.4076 -0.0532 0.0416 -0.1869 0.076
H 2.4380 2.4863 -0.0171 -0.0231 -0.1017 0.0785 0.075
O -2.4724 1.8380 1.8692 0.1668 0.1305 0.1414 -0.062
H -2.4635 2.2045 0.9783 0.0414 -0.2181 0.0985 -0.006
H -1.5605 1.5386 2.0118 -0.3521 0.0166 -0.1639 -0.018
O 0.4608 -3.6639 0.7032 -0.1163 0.1789 -0.1064 -0.068
H 0.0892 -2.8837 1.1444 0.1038 -0.2908 0.0868 -0.012
H 0.4548 -4.3460 1.3808 -0.0250 0.0539 -0.0146 0.031
O 2.4379 0.4563 -1.9191 0.0387 0.3144 -0.0576 -0.039
H 3.2527 0.9671 -1.8639 -0.0011 -0.1575 -0.0446 0.037
H 1.9016 0.7544 -1.1774 -0.0385 -0.3149 -0.0266 -0.017
O 0.4064 -1.6387 -2.9910 -0.2809 0.0439 -0.0474 -0.054
H 0.4362 -1.0158 -2.2531 0.2476 -0.1716 0.0768 -0.013
H 0.2705 -2.4978 -2.5759 0.1111 0.0947 0.0193 0.035
O 0.2213 1.3826 2.5866 0.3090 0.1893 0.3748 -0.052
H 0.0925 2.0028 3.3174 -0.0700 -0.1230 -0.1215 0.079
H 1.1780 1.2634 2.5238 -0.1503 -0.1446 -0.1039 0.029
O -0.6510 -1.5432 2.4863 0.0367 0.0012 -0.0597 -0.046
H -0.7148 -1.1515 3.3623 0.0216 -0.0429 -0.0442 0.047
H -0.3309 -0.8288 1.9227 -0.2382 -0.1163 0.1382 -0.012
O -1.8997 0.8273 -3.9356 -0.0371 0.3047 0.2059 -0.068
H -1.1611 0.2492 -3.7046 -0.1250 -0.0991 -0.0165 0.012
H -2.1765 1.2423 -3.1023 0.2552 -0.3951 -0.2940 -0.011
```
Forces are in eV/Å.

Computed properties:
HOMO energy ... -10.6 eV
Electronic energy ... -917.2507 Ha
Energy relative to the best compared isomer or geometry (same formula, charge and spin) ... 2.032 eV
Orbital gap ... 9.764 eV
SMILES ... O.O.O.O.O.O.O.O.O.O.O.O
Max |F| ... 0.012 Eh/bohr

No. 4
Below is 11 unconnected molecules or ions with the total composition C4H30N8O11 at a distorted geometry, with properties calculated with wB97M-V/def2-TZVPD.

Structure (XYZ):
```
53
Properties=species:S:1:pos:R:3:forces:R:3:lowdin_spin:R:1
O -1.3669 -0.2221 3.9784 -0.3045 -0.5732 0.3577 0.028
H -1.7768 -1.0107 3.6230 -0.0393 -0.3356 -0.0643 0.012
H -1.9074 0.4973 3.6519 0.2088 0.5409 -0.2655 0.003
O 1.9868 -3.5387 -0.4756 -0.1243 -0.0419 -0.7480 0.119
H 2.8948 -3.8198 -0.3628 0.4434 -0.2252 0.1974 0.046
H 2.0299 -2.5824 -0.4758 -0.0072 0.6097 0.1776 0.034
O 1.3930 -1.6339 1.7738 -0.3845 0.4759 -0.7653 0.186
H 2.2390 -1.6604 2.2207 0.7158 -0.0215 0.3552 0.080
H 0.9190 -2.3937 2.1119 -0.1740 -0.7887 0.5208 0.061
O 1.2202 0.6282 3.8764 0.3545 0.0689 0.4563 0.043
H 2.1578 0.5543 3.6982 0.3100 -0.0696 -0.1005 0.018
H 0.8865 1.1892 3.1763 -0.4177 0.1802 -0.1708 0.006
O 0.9894 0.9615 -3.1525 1.0472 0.8626 -0.7812 0.007
H 0.2454 0.5633 -2.7006 -0.7182 -0.3386 0.6287 0.000
H 1.3912 0.2394 -3.6356 0.0981 -0.2522 -0.0371 0.001
O -2.8937 0.9014 -3.8873 -0.4912 0.0909 -0.3812 0.002
H -2.0714 0.5933 -4.2682 0.3777 0.0131 0.0682 0.001
H -3.0193 0.3536 -3.1124 0.2234 -0.0098 0.3705 0.001
O 0.4555 -5.2691 0.7136 -0.9246 -1.0257 0.1919 0.070
H 0.6154 -4.9873 1.6143 0.1271 0.1214 0.3331 0.043
H 0.8219 -4.5683 0.1742 0.5070 0.4260 -0.2388 0.015
C -0.6175 -0.3314 -0.5134 0.3163 -0.0829 -2.9220 0.025
O -0.8300 0.4229 -1.4636 -1.1517 0.8893 -0.9458 0.003
N -0.3870 -1.6122 -0.6537 0.1773 -3.1199 -0.4633 0.024
N -0.5431 0.0525 0.6951 -0.4393 2.4966 3.9848 0.013
H -0.0932 -2.0790 0.1924 0.0325 -0.4702 -0.5686 0.024
H -0.2216 -2.0386 -1.5542 0.1970 0.2978 0.1549 0.005
H -0.7184 1.0354 0.8474 0.1788 -0.1773 0.5448 0.002
H -0.0795 -0.5401 1.3690 0.0853 0.5601 0.4900 0.013
C 0.3408 -3.0633 -3.9099 -1.2616 2.8782 0.7410 0.023
O 0.7117 -1.9279 -3.5645 0.1139 -1.2154 -0.2541 0.011
N -0.9189 -3.4653 -3.7232 -1.9630 -0.3946 0.6089 0.010
N 1.0439 -3.9258 -4.5936 2.7413 -1.2229 -1.3240 0.011
H -1.5955 -2.7948 -3.3875 0.1688 -0.2698 -0.0081 0.002
H -1.2290 -4.3667 -4.0571 -0.1118 0.3745 0.2212 0.004
H 2.0125 -3.6516 -4.6764 -0.0120 -0.5677 -0.1272 0.007
H 0.7442 -4.8745 -4.7675 0.2997 0.3287 0.1415 0.005
C -1.6794 3.3584 3.2685 2.5019 -0.8207 -0.4403 0.005
O -1.1995 2.2892 3.0244 0.3535 -3.2964 -1.1994 0.007
N -2.7802 3.5662 3.8883 -5.8240 -0.6935 2.5878 0.001
N -1.0791 4.4441 2.9809 2.3104 4.4637 -0.9239 0.001
H -3.3626 2.7413 3.9059 -0.1740 0.3535 0.7202 0.001
H -2.9188 4.3161 4.5506 -0.0819 -0.3598 -0.3189 0.000
H -0.1842 4.4191 2.5133 0.1197 0.4621 -0.1737 0.000
H -1.5567 5.2873 3.2655 0.7543 0.1749 -0.6427 0.000
C 1.2056 3.9070 0.0551 -1.4441 0.7074 0.7532 0.004
O 1.0894 4.7615 0.8826 -0.7214 3.3195 2.6005 0.002
N 2.3031 3.2877 -0.1305 4.7173 -3.2546 -1.3793 0.006
N 0.2330 3.4695 -0.7017 -2.6185 -0.6916 -1.7177 0.001
H 2.2158 2.4747 -0.7234 0.9096 -0.0240 0.0286 0.008
H 3.1651 3.4669 0.3645 -0.5891 -0.0306 0.0287 0.005
H -0.6514 3.9574 -0.6966 0.2453 -0.4433 0.0287 0.000
H 0.3704 2.6191 -1.2290 -0.6578 0.1216 -0.3305 0.000
```
Forces are in eV/Å.

Computed properties:
HOMO energy (alpha / beta) ... 0.0 / -7.0 eV
Electronic energy ... -1436.1982 Ha
Energy relative to the best compared isomer or geometry (same formula, charge and spin) ... 0.311 eV
Orbital gap (alpha / beta) ... 2.443 / 9.355 eV
Net charge ... -1
Multiplicity ... 2
Max |F| ... 0.125 Eh/bohr